# 1
DFT (ωB97M-V with the def2-TZVPD basis set) results for an isolated molecule of C3H6N4O.

The geometry in XYZ format:
```
14
Properties=species:S:1:pos:R:3
N 0.241 -0.236 1.674
N 0.681 -0.333 0.209
N 1.466 0.813 -0.020
C 0.785 1.550 -0.947
C -0.393 1.021 -1.348
C -0.385 -0.178 -0.642
N -1.355 -1.046 -0.590
O -1.072 -1.985 0.318
H 0.357 -1.239 2.143
H -0.843 -0.265 1.528
H 1.734 1.042 0.915
H 1.546 2.362 -1.351
H -1.265 1.305 -1.935
H -1.497 -2.811 0.046
```

Computed properties:
* charge: 0
* HOMO energy: -7.598 eV
* LUMO level: 0.033 Ha
* Kohn-Sham gap: 8.50 eV


# 2
DFT (ωB97M-V with the def2-TZVPD basis set) results for an isolated molecule of C3H6N4O.

The geometry in XYZ format:
```
14
Properties=species:S:1:pos:R:3
C -1.418 0.835 -0.270
C 0.203 0.630 0.235
C 0.402 -1.848 0.181
N 1.223 1.542 0.239
N 2.338 1.027 0.126
N 2.148 -0.290 0.049
N 0.742 -0.607 0.113
O -2.843 1.059 0.334
H -1.350 1.617 -1.055
H -1.685 -0.205 -0.790
H 1.009 -2.698 -0.128
H -0.649 -2.030 0.454
H -2.857 2.029 0.705
H 2.738 -1.062 -0.196
```

Computed properties:
* charge: 0
* HOMO energy: -7.411 eV
* LUMO level: 0.025 Ha
* Kohn-Sham gap: 8.09 eV


# 3
DFT (ωB97M-V with the def2-TZVPD basis set) results for a structure of composition C3H6N4O.

The geometry in XYZ format:
```
14
Properties=species:S:1:pos:R:3
C 1.105 0.129 -0.127
C -0.469 0.289 0.176
C 0.016 -1.563 -1.034
H 1.702 2.104 2.062
H 0.687 0.974 2.241
H -0.927 -0.293 1.060
H -0.733 1.428 0.127
H -2.602 -0.517 -1.937
H -0.175 -2.371 -1.673
N 1.164 1.717 1.314
N 1.838 0.761 0.553
N -0.780 -0.574 -0.988
N 1.254 -1.132 -0.671
O -2.080 -0.952 -1.102
```

Computed properties:
* charge: 0
* HOMO energy: -8.496 eV
* LUMO level: 0.012 Ha
* Kohn-Sham gap: 8.83 eV


# 4
DFT (ωB97M-V with the def2-TZVPD basis set) results for a structure of composition C3H6N4O.

The geometry in XYZ format:
```
14
Properties=species:S:1:pos:R:3
C 0.328 -0.856 -0.212
C 0.034 0.163 1.082
C -1.467 0.279 -1.099
H 2.834 -2.758 0.111
H -1.290 -0.017 1.285
H 0.896 -0.194 1.931
H 0.804 1.713 -0.234
H -1.725 2.322 -0.001
H -2.257 0.534 -1.778
N 1.250 -1.696 -0.503
N 0.022 1.490 0.510
N -1.129 1.413 -0.330
N -0.836 -0.849 -0.952
O 2.534 -1.544 0.190
```

Computed properties:
* charge: 0
* HOMO energy: -8.494 eV
* LUMO level: 0.021 Ha
* Kohn-Sham gap: 9.07 eV


# 5
DFT (ωB97M-V with the def2-TZVPD basis set) results for an isolated molecule of C3H6N4O.

The geometry in XYZ format:
```
14
Properties=species:S:1:pos:R:3
N 2.870 -0.374 0.168
N 1.804 0.625 -0.076
C 0.416 0.346 0.015
N -0.411 1.361 -0.050
C -1.825 0.833 0.076
C -2.113 -0.490 0.155
N -1.303 -1.437 0.184
O -0.001 -0.892 -0.490
H 2.947 -0.735 1.239
H 3.210 -1.287 -0.469
H 2.071 1.555 -0.001
H -2.374 1.265 -0.941
H -2.183 1.609 0.806
H -3.248 -0.637 0.229
```

Computed properties:
* charge: 0
* HOMO energy: -8.724 eV
* LUMO level: 0.026 Ha
* Kohn-Sham gap: 9.42 eV


# 6
DFT (ωB97M-V with the def2-TZVPD basis set) results for a structure of composition C3H6N4O.

The geometry in XYZ format:
```
14
Properties=species:S:1:pos:R:3
C 0.900 0.195 -0.571
C -0.691 -1.369 -0.797
C -0.979 -0.452 0.148
H 2.288 2.941 -0.106
H 1.142 1.851 1.279
H 1.405 -2.064 -0.498
H -1.045 -2.590 -0.608
H -2.723 0.571 1.045
H -2.816 -0.923 0.452
N 2.183 1.802 0.595
N 2.050 0.831 -0.597
N 0.678 -1.028 -1.354
N -2.116 -0.401 0.905
O -0.273 0.637 0.108
```

Computed properties:
* charge: 0
* HOMO energy: -7.985 eV
* LUMO level: -0.010 Ha
* Kohn-Sham gap: 7.70 eV


# 7
DFT (ωB97M-V with the def2-TZVPD basis set) results for an isolated molecule of C3H6N4O.

The geometry in XYZ format:
```
14
Properties=species:S:1:pos:R:3
C 1.630 -0.154 0.016
C -0.688 -1.225 -0.088
C -1.751 0.937 0.010
N 1.465 -1.355 0.265
N -1.316 -2.255 0.032
N -0.664 0.061 -0.372
N 2.802 0.562 -0.039
O 0.568 0.719 -0.339
H -2.689 0.409 -0.154
H -1.679 1.242 1.056
H -1.715 1.824 -0.622
H -2.255 -2.460 -0.269
H 3.578 0.135 0.438
H 2.716 1.559 0.066
```

Computed properties:
* charge: 0
* HOMO energy: -8.625 eV
* LUMO level: 0.022 Ha
* Kohn-Sham gap: 9.21 eV


# 8
DFT (ωB97M-V with the def2-TZVPD basis set) results for a cluster of 2 separate species, C3H6N4O in total.

The geometry in XYZ format:
```
14
Properties=species:S:1:pos:R:3
O -0.524 -1.672 1.201
C 0.091 -0.644 1.390
C 1.357 -0.274 0.684
N 2.289 0.550 1.179
N 3.307 0.593 0.258
N 2.988 -0.130 -0.699
N 1.886 -0.780 -0.485
H -0.305 -0.003 2.200
H 1.327 -1.454 -1.030
C -2.406 0.777 -1.066
H -3.041 1.509 -0.247
H -1.984 0.000 -0.364
H -3.446 0.438 -1.435
H -1.539 1.091 -1.585
```

Computed properties:
* charge: 0
* HOMO energy: -11.231 eV
* LUMO level: -0.025 Ha
* Kohn-Sham gap: 10.56 eV


# 9
DFT (ωB97M-V with the def2-TZVPD basis set) results for an isolated molecule of C3H6N4O.

The geometry in XYZ format:
```
14
Properties=species:S:1:pos:R:3
N 0.199 1.450 -2.813
C -0.088 0.860 -1.858
N -0.803 -0.012 -1.068
O -2.234 0.009 -1.056
C -0.203 -0.254 0.160
N -0.586 -1.428 0.780
C 0.919 0.505 0.363
N 1.868 0.171 1.339
H -2.500 -0.438 -1.872
H -0.307 -1.509 1.746
H -1.520 -1.739 0.552
H 0.940 1.552 0.094
H 2.729 0.701 1.324
H 1.585 0.131 2.309
```

Computed properties:
* charge: 0
* HOMO energy: -7.780 eV
* LUMO level: 0.020 Ha
* Kohn-Sham gap: 8.33 eV


# 10
DFT (ωB97M-V with the def2-TZVPD basis set) results for an isolated molecule of C3H6N4S.

The geometry in XYZ format:
```
14
Properties=species:S:1:pos:R:3
N 0.027 1.765 -1.938
N 0.922 0.734 -1.544
C 0.537 0.137 -0.400
N 1.434 -0.453 0.354
N 1.108 -0.776 1.660
C -0.102 -1.013 1.989
C -1.202 -1.241 0.934
S -1.143 0.178 -0.235
H -0.039 2.755 -1.251
H 0.112 1.874 -2.922
H 1.971 0.959 -1.587
H -0.438 -1.058 3.015
H -1.010 -2.059 0.285
H -2.138 -1.509 1.352
```

Computed properties:
* charge: 0
* HOMO energy: -8.225 eV
* LUMO level: 0.017 Ha
* Kohn-Sham gap: 8.70 eV


# 11
DFT (ωB97M-V with the def2-TZVPD basis set) results for an isolated molecule of C3H6N4S.

The geometry in XYZ format:
```
14
Properties=species:S:1:pos:R:3
C 2.229 0.634 -0.030
C 0.107 -0.673 -0.185
C -2.257 -0.840 -0.399
N 1.177 0.056 0.087
N -1.019 1.225 -0.293
N -1.054 -0.071 -0.275
N 3.108 1.057 0.865
S 0.433 -2.278 -0.593
H -2.475 -1.309 -1.321
H -2.302 -1.623 0.420
H -3.057 -0.103 -0.287
H -1.903 1.708 -0.516
H 2.879 1.205 1.856
H 4.133 1.012 0.672
```

Computed properties:
* spin multiplicity: 3
* charge: 0
* <S²>: 2.033
* HOMO energy (spin up / spin down): -7.242 / -8.244 eV
* LUMO level (spin up / spin down): 0.034 / -0.041 Ha
* Kohn-Sham gap (spin up / spin down): 8.17 / 7.12 eV


# 12
DFT (ωB97M-V with the def2-TZVPD basis set) results for the ion C3H6N5O2 with charge +1.

The geometry in XYZ format:
```
16
Properties=species:S:1:pos:R:3
N 1.879 -1.477 -0.145
C 1.436 -0.161 -0.032
N 2.321 1.036 0.373
C 1.215 2.110 0.344
N -0.147 1.590 -0.074
N -0.030 0.223 -0.285
C -1.212 -0.629 -0.705
O -2.497 -0.231 -0.091
N -2.838 -1.043 0.928
O -2.218 -0.575 1.897
H 1.259 -2.194 0.337
H 2.783 -1.752 -0.605
H 1.488 3.210 0.636
H -1.048 2.125 -0.166
H -1.043 -1.776 -0.536
H -1.347 -0.453 -1.877
```

Computed properties:
* charge: +1
* HOMO energy: -14.204 eV
* LUMO level: -0.180 Ha
* Kohn-Sham gap: 9.30 eV


# 13
DFT (ωB97M-V with the def2-TZVPD basis set) results for a structure of composition C3H6N5S2.

The geometry in XYZ format:
```
16
Properties=species:S:1:pos:R:3
C -2.176 0.880 -0.310
C 0.829 -1.285 0.247
C 2.655 0.828 0.685
N 0.012 -2.264 0.486
N -1.782 -0.184 -0.532
N -0.726 -2.499 -0.556
N 0.805 -0.839 -1.061
N -2.520 2.080 0.016
S -0.402 -1.447 -1.804
S 1.896 -0.664 1.452
H 2.318 0.917 -0.348
H 3.706 0.958 0.800
H 2.107 1.600 1.261
H -1.516 -3.223 -0.451
H -1.858 2.691 0.339
H -3.348 2.451 -0.226
```

Computed properties:
* charge: +1
* HOMO energy (spin up / spin down): -12.540 / -12.540 eV
* LUMO level (spin up / spin down): -0.185 / -0.185 Ha
* Kohn-Sham gap (spin up / spin down): 7.50 / 7.50 eV


# 14
DFT (ωB97M-V with the def2-TZVPD basis set) results for a cluster of 2 separate species, C3H6N6 in total.

The geometry in XYZ format:
```
15
Properties=species:S:1:pos:R:3
C -0.577 -0.143 -0.698
C 1.178 0.664 -2.037
C 1.778 0.064 0.026
H -1.852 1.535 0.955
H -3.123 0.330 1.076
H 1.470 1.079 -3.051
H 2.419 -0.051 0.975
H -0.062 -2.274 1.084
H -0.054 -0.492 2.370
N -2.134 0.326 1.053
N -1.842 -0.240 -0.370
N -0.027 0.158 -2.008
N 2.032 0.574 -0.997
N 0.382 -0.258 0.335
N 0.412 -1.272 1.289
```

Computed properties:
* charge: 0
* HOMO energy: -8.404 eV
* LUMO level: -0.002 Ha
* Kohn-Sham gap: 8.35 eV


# 15
DFT (ωB97M-V with the def2-TZVPD basis set) results for an isolated molecule of C3H6N6O3.

The geometry in XYZ format:
```
18
Properties=species:S:1:pos:R:3
O -0.497 2.749 -1.172
N 0.460 2.242 -0.519
N 0.091 1.299 0.476
C 1.332 0.581 0.689
N 1.371 -0.879 0.195
N 1.334 -1.132 -1.276
O 2.374 -0.445 -1.532
C 0.192 -1.649 0.372
N -0.923 -0.745 -0.203
N -1.964 -1.166 -0.992
O -3.055 -0.414 -0.815
C -1.130 0.531 0.546
H 2.062 1.209 0.169
H 1.502 0.326 1.588
H -0.262 -2.030 1.452
H 0.299 -2.211 -0.610
H -1.205 0.582 1.536
H -1.983 1.152 0.096
```

Computed properties:
* charge: 0
* HOMO energy: -10.195 eV
* LUMO level: -0.056 Ha
* Kohn-Sham gap: 8.68 eV


# 16
DFT (ωB97M-V with the def2-TZVPD basis set) results for the ion C3H6NO with charge +1.

The geometry in XYZ format:
```
11
Properties=species:S:1:pos:R:3
C -0.442 1.152 -0.231
N 0.433 0.045 0.144
C -0.211 -1.177 -0.362
C 1.390 0.091 1.084
O 2.160 0.151 1.941
H 0.093 2.116 -0.379
H -0.812 0.756 -1.149
H -1.244 1.142 0.428
H -1.223 -1.174 0.052
H 0.392 -2.075 -0.124
H -0.537 -1.027 -1.404
```

Computed properties:
* charge: +1
* HOMO energy: -16.633 eV
* LUMO level: -0.201 Ha
* Kohn-Sham gap: 11.17 eV


# 17
DFT (ωB97M-V with the def2-TZVPD basis set) results for the ion C3H6NO with charge +1.

The geometry in XYZ format:
```
11
Properties=species:S:1:pos:R:3
C -0.800 0.633 -0.515
C -0.205 0.039 0.371
C 1.664 -1.043 1.287
N -1.710 1.057 -1.527
O 0.529 -0.260 1.355
H 2.452 -0.556 1.922
H 2.204 -1.159 0.259
H 1.532 -2.104 1.689
H -2.519 1.295 -0.883
H -1.813 0.208 -2.040
H -1.335 1.891 -1.921
```

Computed properties:
* spin multiplicity: 3
* charge: +1
* <S²>: 2.005
* HOMO energy (spin up / spin down): -9.416 / -15.654 eV
* LUMO level (spin up / spin down): -0.132 / -0.281 Ha
* Kohn-Sham gap (spin up / spin down): 5.82 / 8.02 eV


# 18
DFT (ωB97M-V with the def2-TZVPD basis set) results for the ion C3H6NO2 with charge -1.

The geometry in XYZ format:
```
12
Properties=species:S:1:pos:R:3
N 1.634 -0.449 -1.012
C 0.826 0.172 0.139
C -0.674 0.232 -0.111
C -1.606 -0.078 1.114
O -1.052 -0.605 2.099
O -2.732 0.473 1.058
H 1.506 0.247 -1.747
H 1.393 -1.304 -1.501
H 1.375 1.104 0.303
H 1.108 -0.473 0.969
H -1.000 1.224 -0.440
H -0.779 -0.543 -0.872
```

Computed properties:
* charge: -1
* HOMO energy: -3.931 eV
* LUMO level: 0.157 Ha
* Kohn-Sham gap: 8.20 eV


# 19
DFT (ωB97M-V with the def2-TZVPD basis set) results for a cluster of 2 separate species, C3H6NO2 in total.

The geometry in XYZ format:
```
12
Properties=species:S:1:pos:R:3
O 1.566 -0.682 -0.368
C 2.311 -0.249 0.543
O 2.037 0.589 1.430
H 3.367 -0.623 0.543
C -1.327 -0.792 -0.702
C -1.084 1.316 0.229
N -1.911 0.474 -0.241
H -2.016 -1.247 -1.414
H -1.146 -1.430 0.177
H -0.378 -0.617 -1.177
H -1.389 2.228 0.735
H -0.030 1.032 0.245
```

Computed properties:
* charge: -1
* HOMO energy: -4.137 eV
* LUMO level: 0.163 Ha
* Kohn-Sham gap: 8.56 eV


# 20
DFT (ωB97M-V with the def2-TZVPD basis set) results for the ion C3H6NO2 with charge -1.

The geometry in XYZ format:
```
12
Properties=species:S:1:pos:R:3
C 1.003 -0.262 -1.296
N -0.344 0.093 -0.829
C -0.564 0.746 0.505
C -0.794 -0.310 1.618
O -0.120 -0.098 2.654
O -1.625 -1.180 1.290
H 1.633 -0.873 -0.632
H 0.932 -0.882 -2.196
H 1.484 0.696 -1.553
H -0.703 -0.834 -0.602
H 0.344 1.333 0.699
H -1.248 1.571 0.342
```

Computed properties:
* charge: -1
* HOMO energy: -3.773 eV
* LUMO level: 0.155 Ha
* Kohn-Sham gap: 7.99 eV


Values of maximum force, in order: 4.791; 4.353; 8.855; 6.047; 10.059; 5.621; 3.888; 6.504; 2.486; 4.783; 4.842; 9.324; 3.946; 9.982; 11.826; 4.328; 7.217; 2.458; 1.452; 3.032, all in eV Å⁻¹.